{
  "formula": "C34H60BeBrN2O6Si3Te",
  "method": "the ωB97M-V functional and the def2-TZVPD basis",
  "species": ["Be", "C", "O", "C", "C", "C", "Br", "C", "C", "C", "O", "C", "N", "C", "C", "C", "C", "C", "C", "N", "H", "H", "H", "H", "H", "H", "H", "H", "H", "H", "H", "C", "C", "C", "C", "O", "Si", "O", "O", "C", "C", "C", "C", "O", "C", "C", "C", "C", "H", "H", "H", "H", "H", "H", "H", "H", "H", "H", "H", "H", "H", "H", "H", "H", "H", "H", "H", "H", "H", "H", "H", "H", "H", "H", "H", "C", "Si", "C", "C", "C", "Te", "C", "Si", "C", "C", "C", "H", "H", "H", "H", "H", "H", "H", "H", "H", "H", "H", "H", "H", "H", "H", "H", "H", "H", "H", "H", "H", "H"],
  "coordinates": [[1.103, -0.394, -0.537], [3.869, -1.098, -1.035], [2.866, -0.128, -0.672], [3.367, 1.177, -0.527], [4.701, 1.507, -0.448], [5.007, 2.858, -0.278], [6.820, 3.354, -0.131], [4.028, 3.826, -0.235], [2.677, 3.479, -0.363], [2.370, 2.136, -0.464], [1.128, 1.567, -0.550], [1.682, 4.555, -0.410], [1.920, 5.751, 0.046], [0.766, 6.469, -0.200], [0.468, 7.803, 0.084], [-0.774, 8.271, -0.283], [-1.713, 7.442, -0.921], [-1.438, 6.122, -1.210], [-0.181, 5.654, -0.836], [0.429, 4.421, -0.954], [4.362, -0.766, -1.949], [3.350, -2.031, -1.196], [4.584, -1.202, -0.222], [5.492, 0.777, -0.494], [4.272, 4.873, -0.132], [0.410, 1.945, 0.007], [1.194, 8.434, 0.575], [-1.037, 9.299, -0.080], [-2.676, 7.852, -1.192], [-2.163, 5.488, -1.701], [0.050, 3.630, -1.449], [-3.628, -2.070, 0.112], [-3.339, -1.520, 1.502], [-4.588, -0.913, 2.124], [-2.771, -2.614, 2.398], [-2.326, -0.500, 1.445], [-1.632, 0.437, 0.329], [-0.309, -0.313, -0.223], [-1.061, 1.825, 1.033], [-0.896, 2.143, 2.442], [-2.254, 2.186, 3.128], [-0.242, 3.514, 2.491], [0.003, 1.085, 3.074], [-2.534, 0.781, -0.966], [-3.341, 1.883, -1.402], [-4.126, 1.378, -2.603], [-2.407, 3.022, -1.798], [-4.280, 2.325, -0.289], [-4.411, -2.826, 0.173], [-2.733, -2.532, -0.310], [-3.956, -1.280, -0.561], [-5.362, -1.672, 2.237], [-4.978, -0.112, 1.499], [-4.362, -0.503, 3.109], [-3.514, -3.394, 2.562], [-2.481, -2.201, 3.363], [-1.894, -3.065, 1.930], [-2.894, 2.930, 2.657], [-2.123, 2.462, 4.174], [-2.745, 1.217, 3.079], [-0.829, 4.234, 1.922], [0.770, 3.488, 2.084], [-0.178, 3.861, 3.521], [-0.420, 0.091, 2.929], [0.101, 1.264, 4.144], [1.004, 1.113, 2.635], [-3.445, 1.029, -3.378], [-4.748, 2.172, -3.014], [-4.771, 0.549, -2.312], [-1.664, 2.664, -2.512], [-1.904, 3.399, -0.906], [-2.963, 3.840, -2.255], [-4.955, 1.515, -0.017], [-4.880, 3.173, -0.616], [-3.714, 2.622, 0.593], [3.295, -5.365, 3.155], [3.212, -4.123, 1.762], [3.642, -2.399, 2.375], [4.364, -4.677, 0.391], [1.402, -4.085, 1.222], [0.690, -2.994, -0.481], [1.598, -4.208, -2.009], [0.240, -4.922, -3.132], [1.079, -5.883, -4.496], [-0.825, -6.055, -2.086], [-0.767, -3.502, -3.831], [4.301, -5.429, 3.569], [3.018, -6.359, 2.803], [2.618, -5.097, 3.967], [4.715, -2.207, 2.330], [3.337, -2.281, 3.415], [3.132, -1.622, 1.800], [5.393, -4.650, 0.754], [4.315, -4.065, -0.506], [4.154, -5.706, 0.097], [0.821, -3.651, 2.041], [1.011, -5.092, 1.072], [2.147, -5.000, -1.501], [2.312, -3.609, -2.573], [1.709, -6.671, -4.083], [1.707, -5.239, -5.112], [0.346, -6.355, -5.150], [-0.328, -7.012, -1.919], [-1.778, -6.260, -2.574], [-1.047, -5.614, -1.112], [-0.250, -3.023, -4.663], [-0.991, -2.735, -3.086], [-1.723, -3.868, -4.206]],
  "mulliken_charge": [-1.655, -0.027, 0.693, 0.721, -0.542, -0.653, -0.174, -1.011, 1.051, 0.382, -0.346, 0.015, -0.743, 0.374, -0.972, -0.516, -0.730, -0.371, 0.928, 0.402, 0.587, -1.066, 0.320, 0.578, 0.666, 0.237, 0.472, 0.399, 0.431, 0.344, -0.047, -1.051, 1.608, -1.612, -1.574, 1.238, -1.438, 0.781, 0.798, 1.697, -1.799, -1.699, -1.532, 0.154, 1.678, -1.953, -1.309, -1.355, 0.563, 0.102, 0.033, 0.535, 0.150, 0.317, 0.462, 0.320, 0.117, 0.343, 0.573, 0.170, 0.303, 0.251, 0.560, 0.135, 0.583, 0.164, 0.401, 0.371, 0.457, 0.458, -0.274, 0.709, 0.252, 0.533, -0.030, -1.124, 0.210, -0.692, -1.028, -0.808, -0.100, -0.785, 0.296, -1.090, -1.008, -0.582, 0.318, 0.311, 0.340, 0.342, 0.439, -0.174, 0.370, 0.303, 0.349, 0.373, 0.540, 0.291, 0.458, 0.327, 0.319, 0.333, 0.311, 0.379, 0.266, 0.302, -0.081, 0.355],
  "homo_lumo_gap_ev": 8.13,
  "total_charge": 1,
  "relative_energy_kcal_mol": 21.89
}